{"formula": "C50H84F18N4O21", "method": "the ωB97M-V functional and the def2-TZVPD basis", "elements": ["C", "C", "N", "H", "H", "H", "C", "C", "N", "H", "H", "H", "C", "C", "N", "H", "H", "H", "C", "C", "N", "H", "H", "H", "C", "O", "C", "C", "O", "C", "C", "O", "C", "H", "H", "H", "H", "H", "H", "H", "H", "H", "H", "H", "H", "H", "H", "C", "O", "C", "C", "O", "C", "C", "O", "C", "H", "H", "H", "H", "H", "H", "H", "H", "H", "H", "H", "H", "H", "H", "C", "O", "C", "C", "O", "C", "C", "O", "C", "H", "H", "H", "H", "H", "H", "H", "H", "H", "H", "H", "H", "H", "H", "C", "C", "O", "C", "O", "C", "F", "F", "F", "H", "H", "H", "H", "H", "C", "C", "O", "C", "O", "C", "F", "F", "F", "H", "H", "H", "H", "H", "C", "C", "O", "C", "O", "C", "F", "F", "F", "H", "H", "H", "H", "H", "C", "C", "O", "C", "O", "C", "F", "F", "F", "H", "H", "H", "H", "H", "C", "C", "O", "C", "O", "C", "F", "F", "F", "H", "H", "H", "H", "H", "C", "C", "O", "C", "O", "C", "F", "F", "F", "H", "H", "H", "H", "H"], "xyz": [[3.9703, 0.0796, 4.2296], [2.7553, 0.2895, 3.4590], [1.8267, 0.4563, 2.7980], [4.2742, 1.0772, 4.5467], [4.6985, -0.4041, 3.5786], [3.6493, -0.5815, 5.0345], [3.8628, -3.2633, -6.1920], [3.2994, -3.1207, -7.4817], [2.8553, -3.0422, -8.5554], [3.0371, -3.2792, -5.4806], [4.4354, -2.3523, -6.0182], [4.5456, -4.1105, -6.1274], [0.4026, 3.1960, -3.5057], [-0.6753, 2.2106, -3.6494], [-1.4748, 1.4036, -3.7137], [0.5505, 3.4476, -2.4555], [0.1785, 4.1258, -4.0284], [1.3607, 2.9072, -3.9380], [-0.1036, -1.3803, -5.2988], [1.0203, -0.5346, -5.6397], [1.8788, 0.1850, -5.9407], [0.2287, -2.3973, -5.0906], [-0.7942, -1.4094, -6.1416], [-0.6684, -0.9718, -4.4608], [2.5553, 4.0154, 1.2883], [2.6080, 4.8859, 0.1271], [3.1534, 4.2037, -1.0306], [3.4264, 5.2459, -2.1899], [2.1866, 5.7865, -2.6379], [2.3215, 6.6623, -3.7135], [1.0110, 7.3665, -4.1101], [0.4298, 7.9596, -2.9077], [-0.6532, 8.8086, -3.2539], [3.5345, 3.6471, 1.5943], [2.0060, 3.0969, 1.0820], [2.0299, 4.5406, 2.0859], [2.4942, 3.4218, -1.4076], [4.1213, 3.8456, -0.6800], [4.0584, 4.8499, -2.9848], [4.0317, 5.9750, -1.6514], [2.6209, 6.1299, -4.6163], [3.1429, 7.3625, -3.5609], [0.4875, 6.5469, -4.6025], [1.4130, 8.0371, -4.8695], [-0.8977, 9.3895, -2.3646], [-1.4910, 8.1663, -3.5254], [-0.4892, 9.4220, -4.1398], [-3.7407, -0.3317, -1.6956], [-4.6956, -1.1798, -1.1057], [-5.7680, -0.3767, -0.5796], [-6.6971, -1.1932, 0.3908], [-7.6576, -0.3119, 1.0250], [-8.7750, -0.9143, 1.7382], [-9.9334, 0.1399, 1.9095], [-9.5269, 1.2487, 2.7064], [-8.8740, 2.2338, 2.0736], [-4.1125, 0.5623, -2.1963], [-3.2168, -0.8159, -2.5198], [-3.0249, -0.0881, -0.9106], [-6.3623, -0.0167, -1.4195], [-5.3928, 0.4834, -0.0251], [-6.2323, -1.5952, 1.2911], [-7.2542, -1.9717, -0.1302], [-8.3792, -1.0664, 2.7424], [-9.0798, -1.8012, 1.1828], [-10.7204, -0.3297, 2.4995], [-10.2687, 0.2970, 0.8843], [-7.8360, 1.9939, 1.8433], [-8.8340, 3.0407, 2.8054], [-9.4381, 2.6142, 1.2221], [-5.7293, 5.3018, 6.6912], [-5.0641, 4.3915, 5.7752], [-3.7543, 4.7517, 5.5256], [-3.2607, 3.8060, 4.3890], [-2.9359, 2.5331, 4.9190], [-3.4115, 1.4165, 4.1317], [-2.4906, 1.1523, 2.9555], [-2.3078, 2.3404, 2.1801], [-1.1240, 2.3349, 1.3855], [-5.7596, 6.3053, 6.2668], [-5.1241, 5.3542, 7.5962], [-6.7488, 5.0218, 6.9563], [-3.2241, 4.6564, 6.4731], [-3.6616, 5.7756, 5.1634], [-2.3653, 4.3056, 4.0191], [-3.9225, 3.7879, 3.5232], [-4.4122, 1.6056, 3.7430], [-3.4409, 0.4935, 4.7108], [-2.8453, 0.3613, 2.2948], [-1.4927, 0.7847, 3.1944], [-0.7989, 3.2769, 0.9439], [-1.1037, 1.6008, 0.5800], [-0.2215, 2.0759, 1.9392], [6.5468, -3.6169, 0.0088], [6.0761, -2.7945, 1.2190], [5.9779, -1.3710, 0.9683], [7.0701, -0.6440, 1.0250], [8.2821, -1.1234, 1.0053], [6.7509, 0.8436, 0.9221], [7.2966, 1.3781, -0.1726], [5.4668, 1.1618, 0.9160], [7.2726, 1.4864, 1.9562], [6.7269, -4.6412, 0.3351], [7.5570, -3.4538, -0.3667], [5.8502, -3.5467, -0.8267], [6.7287, -3.0745, 2.0459], [5.0493, -3.0624, 1.4683], [-3.0149, -4.4260, 1.4099], [-3.1090, -2.9986, 1.9197], [-4.3814, -2.8800, 2.5031], [-4.5251, -2.5833, 3.8322], [-3.6315, -2.2681, 4.6651], [-6.0333, -2.4541, 4.2414], [-6.1921, -2.9625, 5.5618], [-6.3159, -1.1746, 4.2724], [-6.8431, -3.0902, 3.3910], [-3.8108, -4.5998, 0.6858], [-3.1882, -5.2145, 2.1423], [-2.0524, -4.6906, 0.9722], [-3.0156, -2.3349, 1.0601], [-2.2371, -2.8243, 2.5501], [5.2666, 2.0990, -3.7649], [6.5626, 1.8146, -4.4814], [6.7309, 0.4663, -4.3217], [7.9224, -0.1659, -4.3928], [8.9745, 0.3421, -4.7135], [7.8390, -1.6522, -3.9728], [8.0705, -1.7060, -2.6714], [6.6399, -2.2206, -4.1503], [8.7514, -2.3588, -4.6287], [4.3979, 1.5986, -4.1927], [5.1488, 3.1810, -3.8240], [5.4128, 2.0309, -2.6869], [7.3106, 2.4189, -3.9682], [6.5111, 2.0188, -5.5509], [-1.9697, -8.1093, -0.7356], [-2.0320, -6.9188, -1.6531], [-0.7785, -6.5899, -2.1260], [-0.1951, -5.3975, -2.0202], [-0.7585, -4.4978, -1.3967], [1.1805, -5.1740, -2.5964], [2.0197, -4.7042, -1.6829], [1.6665, -6.3472, -3.0768], [1.1915, -4.3157, -3.6310], [-1.2819, -8.0047, 0.1035], [-1.9292, -9.0412, -1.2995], [-2.9646, -8.3467, -0.3587], [-2.5948, -6.0743, -1.2554], [-2.5111, -7.3156, -2.5482], [-0.5343, -3.1551, 5.8376], [0.1040, -2.0602, 4.9694], [1.3336, -2.4942, 4.4529], [1.3257, -3.2114, 3.2882], [0.3063, -3.6247, 2.7412], [2.7851, -3.3598, 2.6626], [3.7298, -2.6678, 3.3516], [3.0911, -4.6514, 2.5748], [2.7796, -2.9122, 1.4498], [-1.0098, -2.7443, 6.7282], [0.0948, -4.0049, 6.1025], [-1.3442, -3.5838, 5.2473], [0.4298, -1.2741, 5.6506], [-0.4724, -1.5765, 4.1807], [-0.0732, -1.1874, 0.1752], [0.0172, -1.0361, -1.3127], [1.2997, -1.5136, -1.7063], [2.4009, -0.6800, -1.7611], [2.3062, 0.5098, -1.4068], [3.6405, -1.2587, -2.4859], [3.8567, -2.4804, -2.0076], [3.3833, -1.3844, -3.7835], [4.6616, -0.3851, -2.2818], [-0.8836, -0.5838, 0.5838], [0.8430, -0.8062, 0.6262], [-0.2073, -2.2220, 0.4910], [-0.1661, -0.0287, -1.6862], [-0.7775, -1.6451, -1.7436]], "lumo_ev": 0.23, "relative_energy_kcal_mol": 0.00, "total_energy_ev": -151076.2270, "orbital_gap_ev": 9.4479}